Density functional theory data (wB97M-V/def2-TZVPD) for an isolated molecule of C11H12S at a distorted geometry.

Last column: natural (NBO) charge in e.
Geometry (Å):
1 C 4.394 0.182 0.947  -0.282
2 C 3.206 -0.474 1.191  -0.107
3 C 4.412 0.797 -0.338  -0.325
4 C 2.371 -0.603 0.072  -0.324
5 C 0.110 -1.778 -0.435  -0.290
6 C -1.300 -1.504 -0.471  -0.349
7 C 1.176 -1.125 -0.095  0.151
8 C -2.081 -0.401 -0.242  -0.047
9 C -1.490 0.829 -0.128  -0.268
10 C -3.589 -0.518 -0.355  -0.640
11 C -2.248 2.073 0.074  -0.633
12 S 3.095 0.384 -1.275  0.499
13 H 5.176 0.224 1.665  0.232
14 H 3.058 -0.791 2.262  0.249
15 H 5.104 1.404 -0.752  0.226
16 H 0.330 -2.803 -0.507  0.274
17 H -1.860 -2.467 -0.763  0.191
18 H -0.397 0.853 0.035  0.177
19 H -3.975 -0.139 -1.409  0.218
20 H -4.092 0.141 0.424  0.220
21 H -4.090 -1.559 -0.261  0.223
22 H -2.353 2.488 1.244  0.187
23 H -3.269 1.998 -0.407  0.211
24 H -1.688 2.788 -0.476  0.209

Properties
- 2S+1: 1
- E: -22430.600 eV
- LUMO energy (spin up / spin down): -1.4952 / -1.4895 eV
- Energy above the lowest of the compared OMol25 structures with the same formula, charge and spin: 100.39 kcal/mol
- Kohn-Sham gap (spin up / spin down): 4.202 / 4.216 eV